1.
C20H29N3OP2Yb | ωB97M-V with the def2-TZVPD basis set

XYZ file:
```
56
Properties=species:S:1:pos:R:3:lowdin_spin:R:1
C 0.3080 -4.2238 -0.2203 0.073
C 0.2602 -2.8727 -0.5431 0.009
C -0.9059 -2.1373 -0.1835 0.055
C -2.0184 -2.7855 0.4187 0.018
C -1.9054 -4.1480 0.7418 0.056
C -0.7506 -4.8550 0.4458 0.008
C -3.1939 -2.0152 0.7376 0.323
C -3.2831 -0.6897 0.1809 0.012
C -2.1589 -0.1426 -0.5053 0.045
C -2.2770 1.0662 -1.2658 0.008
C -3.4691 1.7776 -1.1644 0.089
C -4.5461 1.3023 -0.4021 0.000
C -4.4698 0.0647 0.2228 0.072
H 1.1950 -4.7965 -0.4882 0.005
H -2.7543 -4.6257 1.2286 0.003
H -0.6766 -5.9114 0.6958 -0.001
H -4.1684 -2.5453 0.7041 0.007
H -3.5726 2.7289 -1.6912 0.006
H -5.4647 1.8877 -0.3341 -0.002
H -5.3240 -0.3664 0.7468 0.003
N -0.9399 -0.7829 -0.4065 0.091
Yb 0.3101 0.7035 0.6347 0.018
C 1.4039 -2.1943 -1.2787 -0.003
H 1.0150 -1.6290 -2.1446 0.000
H 2.1459 -2.9305 -1.6318 0.000
C -1.1530 1.5390 -2.1951 -0.002
H -0.7302 0.6740 -2.7387 0.000
H -1.5592 2.2512 -2.9321 0.000
P 2.3195 -0.9590 -0.2422 -0.001
P 0.2928 2.4025 -1.4132 -0.001
C -0.5383 3.8685 -0.7142 0.000
H 0.0545 4.2310 0.1394 0.000
H -0.5853 4.6639 -1.4683 0.000
H -1.5516 3.6475 -0.3564 0.000
C 1.2072 3.0772 -2.8331 0.000
H 0.6214 3.8425 -3.3650 0.000
H 2.1365 3.5293 -2.4497 0.000
H 1.4826 2.2637 -3.5221 0.000
C 3.0963 -2.0971 0.9528 0.000
H 3.8303 -2.7413 0.4494 0.000
H 3.6050 -1.4891 1.7145 0.000
H 2.3406 -2.7191 1.4488 0.000
C 3.7399 -0.5958 -1.3191 0.000
H 4.4720 -0.0200 -0.7387 0.000
H 4.2022 -1.5229 -1.6812 0.000
H 3.4115 0.0156 -2.1693 0.000
H -3.2899 -2.3212 2.3519 0.039
H -3.3845 -2.3053 3.1263 0.069
N 2.7173 3.6253 2.5976 0.000
C 2.3457 2.3620 2.8919 0.000
N 2.8624 1.8048 4.0060 0.000
O 1.5485 1.7211 2.1534 0.001
H 3.3479 4.1370 3.1953 0.000
H 2.3380 4.0485 1.7623 0.000
H 2.5771 0.8670 4.2390 0.000
H 3.4836 2.3203 4.6120 0.000
```

For the total energy, the calculation gives -77831.1865 eV. Its expectation value of S² is 0.784. For the LUMO energy (alpha / beta), the calculation gives -2.65 / -2.68 eV. Its multiplicity is 2. As for the energy above the lowest of the compared OMol25 structures with the same formula, charge and spin: 0.000 eV. The gap between HOMO and LUMO (alpha / beta) comes out at 5.32 / 6.81 eV. Its charge is +1.

2.
C13H42N2O8 | ωB97M-V with the def2-TZVPD basis set

XYZ file:
```
65
Properties=species:S:1:pos:R:3:mulliken_charge:R:1
N -14.2730 21.4237 -0.4385 -0.372
C -13.5005 20.2953 -0.6321 0.440
N -14.0189 19.1811 -0.0183 0.039
O -12.4906 20.3211 -1.3217 -0.661
H -13.9806 22.2053 -0.9940 0.221
H -14.8376 21.4651 0.3874 0.206
H -13.5073 18.3206 -0.1317 0.097
H -15.0002 19.0412 0.1641 0.033
C -15.3143 16.3232 -3.8535 -0.557
C -14.7918 14.9230 -4.1843 -0.112
O -13.8738 15.0721 -5.2847 -0.569
H -16.0227 16.5898 -4.6351 0.340
H -14.4816 17.0154 -3.7861 0.313
H -15.7835 16.2812 -2.8654 -0.072
H -15.5738 14.1757 -4.3271 0.328
H -14.1417 14.5473 -3.3930 -0.025
H -14.2520 14.7426 -6.1040 0.298
C -14.2741 19.1388 3.2052 -0.617
C -14.5384 18.3683 4.4904 -0.463
O -15.9112 18.0279 4.6762 -0.413
H -13.2026 19.3282 3.2219 0.383
H -14.8001 20.0875 3.3151 0.234
H -14.5884 18.5661 2.3439 -0.014
H -14.2619 19.0374 5.3212 0.330
H -13.8613 17.5159 4.6232 0.346
H -16.0157 17.6226 5.5396 0.250
C -14.6243 14.4013 0.6022 -0.404
C -13.6149 14.2969 -0.5573 -0.540
O -13.0872 15.5667 -0.8883 -0.435
H -14.0358 14.5186 1.5161 0.315
H -15.1529 13.4539 0.7218 0.403
H -15.2832 15.2310 0.3778 -0.142
H -14.1730 13.8621 -1.3878 0.272
H -12.8533 13.5465 -0.3242 0.359
H -12.4031 15.7519 -0.2364 0.274
C -18.1340 14.3216 3.1334 -0.940
C -16.8382 14.5667 3.9026 0.243
O -16.4152 13.3205 4.4791 -0.550
H -17.9482 13.4455 2.5141 0.282
H -18.4226 15.1853 2.5306 0.193
H -18.9826 14.0964 3.7822 0.358
H -16.8796 15.2960 4.7155 0.186
H -16.1027 14.9295 3.1836 -0.085
H -16.8538 13.2459 5.3299 0.326
C -19.6784 20.4721 1.3356 -0.924
C -18.9854 20.2144 2.6613 -0.346
O -18.6278 18.8295 2.7440 -0.537
H -20.4670 19.7765 1.0681 0.190
H -18.9273 20.5922 0.5514 0.288
H -20.1368 21.4662 1.3729 0.406
H -19.7222 20.4340 3.4448 0.372
H -18.1376 20.8776 2.8453 0.256
H -18.0502 18.6726 3.5020 0.226
C -16.7643 17.3565 0.4325 -0.512
O -16.9113 18.7831 0.4750 -0.615
H -15.8405 17.0803 0.9580 0.081
H -17.6151 16.8089 0.8304 0.452
H -16.5345 17.1695 -0.6199 0.136
H -17.4585 18.9613 1.2623 0.360
C -19.4822 17.5194 -2.1006 -0.070
O -20.8604 17.5315 -1.7809 -0.536
H -19.2228 16.5791 -2.5795 0.256
H -19.2040 18.2888 -2.8352 0.313
H -18.8584 17.7445 -1.2328 -0.185
H -21.0503 18.3335 -1.2888 0.293
```

For the total energy, the calculation gives -33520.6051 eV. For the LUMO energy, the calculation gives 0.25 eV. As for the energy above the lowest of the compared OMol25 structures with the same formula, charge and spin: 0.750 eV. The gap between HOMO and LUMO comes out at 9.63 eV.

3.
C26H14F3INO14P | ωB97M-V with the def2-TZVPD basis set

XYZ file:
```
60
Properties=species:S:1:pos:R:3:mulliken_charge:R:1
O 3.0544 1.8711 2.6799 -0.441
C 2.0951 1.1861 2.5949 0.437
F 0.8153 1.7104 2.5400 -0.276
C 2.2061 -0.3969 2.5377 -0.616
C 1.1663 -0.8545 1.4372 0.497
C 1.4880 -0.6803 0.1141 0.007
N 2.8092 -0.1152 -0.1731 0.664
C 2.7526 1.1195 -0.9349 0.486
O 3.5484 1.9621 -0.6955 -0.436
F 1.7990 1.3925 -1.8844 -0.149
C 3.7236 -1.0687 -0.7371 0.615
O 4.5884 -0.8515 -1.5074 -0.444
F 3.5979 -2.3768 -0.2735 -0.235
C 0.4347 -1.0939 -0.9544 0.040
O 0.8208 -1.4482 -2.0433 -0.515
C -1.0684 -1.0643 -0.5168 0.038
C -1.3956 -1.2706 0.9164 0.375
C -2.7428 -1.2529 1.4818 -0.606
C -3.8698 -1.0554 0.5548 -0.892
C -3.5855 -0.8565 -0.8857 -0.238
C -2.1974 -0.8367 -1.4391 0.805
P -1.9566 -0.5359 -3.2742 0.246
O -0.6167 0.4680 -3.5494 -0.400
I -3.8793 0.9117 -3.9251 -0.140
C -0.1950 -1.4898 1.8824 -0.106
O -0.2442 -2.1167 2.9139 -0.538
H 3.2644 -0.6003 2.2410 0.261
H 1.9463 -0.7652 3.5624 0.427
H -2.8455 -1.4058 2.5852 0.398
H -4.9039 -1.0503 0.9791 0.366
H -4.4749 -0.7024 -1.5385 -0.061
H -0.5437 1.0149 -2.7405 0.335
O -5.1807 -2.7298 -3.5052 -0.547
C -6.3550 -2.9950 -3.3221 0.937
C -7.4365 -2.3127 -4.0307 -1.039
C -8.7125 -2.6260 -3.7843 0.480
O -9.7249 -2.0125 -4.4267 -0.569
C -9.0794 -3.6729 -2.7829 0.901
O -10.2539 -3.9147 -2.5754 -0.607
C -7.9963 -4.3721 -2.0914 -0.854
C -6.7208 -4.0609 -2.3406 0.333
O -5.7060 -4.6930 -1.7174 -0.573
H -7.1575 -1.5557 -4.7510 0.445
H -10.5413 -2.4143 -4.0715 0.350
H -8.2743 -5.1396 -1.3821 0.422
H -4.8900 -4.2866 -2.0685 0.327
O 8.5065 6.5275 3.4221 -0.618
C 7.9368 5.4780 3.1804 0.958
C 6.5599 5.4219 2.6947 -0.849
C 5.9690 4.2447 2.4585 0.373
O 4.7032 4.1735 2.0089 -0.500
C 6.6891 2.9525 2.6840 1.023
O 6.1134 1.9014 2.4753 -0.503
C 8.0759 3.0113 3.1477 -1.058
C 8.6643 4.1880 3.3795 0.377
O 9.9417 4.2662 3.8048 -0.567
H 6.0509 6.3629 2.5382 0.439
H 4.5083 3.2180 1.9200 0.240
H 8.5916 2.0715 3.2902 0.425
H 10.1271 5.2207 3.8978 0.350
```

For the total energy, the calculation gives -82883.5916 eV. For the LUMO energy, the calculation gives -2.04 eV. The gap between HOMO and LUMO comes out at 7.01 eV.

4.
H7O3S | ωB97M-V with the def2-TZVPD basis set

XYZ file:
```
11
Properties=species:S:1:pos:R:3:mulliken_charge:R:1
S 0.4477 -1.0611 0.9589 -0.858
H 0.1549 -2.2407 0.3884 0.028
H -0.1246 0.5479 -1.9910 0.298
H 0.2899 -0.6250 -1.1328 0.205
O 0.4812 -0.2056 -2.0228 -0.639
H -2.2278 -0.6813 -0.0065 0.311
H -2.2988 0.6726 0.5111 0.319
O -2.9030 -0.0532 0.2955 -0.649
H 1.6828 1.6616 1.5011 0.298
H 2.1003 0.5486 0.6014 0.328
O 2.3975 1.4363 0.8966 -0.641
```

For the total energy, the calculation gives -17093.1664 eV. For the LUMO energy, the calculation gives 4.09 eV. As for the energy above the lowest of the compared OMol25 structures with the same formula, charge and spin: 0.461 eV. The gap between HOMO and LUMO comes out at 7.96 eV. Its charge is -1.

5.
C4H9NO | ωB97M-V with the def2-TZVPD basis set

XYZ file:
```
15
Properties=species:S:1:pos:R:3:mulliken_charge:R:1
C -1.5664 0.5984 0.2994 -1.058
C -0.9052 -0.3112 -0.7192 -0.493
N 0.4206 0.0415 -1.2461 -0.039
C 1.4890 -0.5532 -0.7496 -0.535
C 1.5242 -0.5744 0.7799 -0.140
O 1.3444 0.7621 1.2520 -0.518
H -2.4121 0.0468 0.7236 0.296
H -0.8757 0.8509 1.1086 0.358
H -1.9482 1.5215 -0.1472 0.305
H -1.5354 -0.4866 -1.5923 0.435
H 0.4646 0.1992 -2.2472 0.278
H -0.7167 -1.2975 -0.2839 0.300
H 2.5454 -0.8966 0.9826 0.208
H 0.8595 -1.2246 1.3744 0.265
H 1.3121 1.3236 0.4649 0.340
```

For the total energy, the calculation gives -7828.3360 eV. For the LUMO energy, the calculation gives 0.66 eV. As for the energy above the lowest of the compared OMol25 structures with the same formula, charge and spin: 3.984 eV. The gap between HOMO and LUMO comes out at 8.72 eV.

6.
C17H21AlBrNO4S | ωB97M-V with the def2-TZVPD basis set

XYZ file:
```
46
Properties=species:S:1:pos:R:3:mulliken_charge:R:1
Al 0.7474 0.4390 -0.3560 -0.856
C -1.1667 5.4975 -0.8319 -1.432
C 0.0076 4.5958 -0.5736 0.247
C 1.2982 5.0828 -0.3746 -0.290
C 2.3603 4.2262 -0.1207 -0.691
C 2.0928 2.8799 -0.0812 0.408
Br 3.4137 1.6018 0.3124 -0.049
N 0.8680 2.3686 -0.2980 0.291
C -0.1522 3.2235 -0.5352 -0.235
H -0.8755 6.5432 -0.7701 0.379
H -1.9589 5.3256 -0.1033 0.363
H -1.5781 5.3219 -1.8265 0.360
H 1.4791 6.1502 -0.4172 0.437
H 3.3630 4.5942 0.0409 0.471
H -1.1176 2.7703 -0.7159 0.762
C -1.9826 0.1928 -1.6182 -1.057
O -1.1427 0.2750 -0.4190 0.588
C -1.7922 -0.1568 0.8045 -0.434
C -0.8430 0.2071 1.9201 -0.593
O 0.4970 -0.0797 1.4148 0.396
C 1.4452 -0.6087 2.4064 -0.839
H -2.8250 0.8661 -1.4786 0.338
H -2.3104 -0.8376 -1.7298 0.369
H -1.3607 0.4889 -2.4568 0.392
H -1.9531 -1.2337 0.7347 0.322
H -2.7462 0.3589 0.9072 0.463
H -1.0171 -0.4087 2.7997 0.516
H -0.8786 1.2606 2.1970 0.359
H 1.6040 0.1537 3.1644 0.268
H 2.3618 -0.8323 1.8750 0.355
H 1.0108 -1.5152 2.8185 0.377
O -0.0537 -6.6856 0.8993 -0.458
C -0.8350 -5.6687 0.4974 0.477
O -2.0153 -5.6782 0.6799 -0.509
C -0.1603 -4.4926 -0.1556 0.425
C 1.0677 -4.0056 0.2706 -0.642
C 1.5855 -2.8410 -0.2844 -0.530
C 0.8776 -2.1726 -1.2780 0.000
S 1.5292 -0.6622 -2.0090 -0.323
C -0.3338 -2.6885 -1.7391 -0.548
C -0.8565 -3.8340 -1.1647 -0.808
H 0.8413 -6.6071 0.5439 0.348
H 1.6191 -4.5146 1.0527 0.480
H 2.5563 -2.4767 0.0280 0.718
H -0.8598 -2.1924 -2.5447 0.871
H -1.8109 -4.2310 -1.4854 0.510
```

For the total energy, the calculation gives -115112.7439 eV. For the LUMO energy, the calculation gives -6.86 eV. As for the energy above the lowest of the compared OMol25 structures with the same formula, charge and spin: 0.000 eV. The gap between HOMO and LUMO comes out at 8.02 eV. Its charge is +2.

7.
C3H7N2S | ωB97M-V with the def2-TZVPD basis set

XYZ file:
```
13
Properties=species:S:1:pos:R:3:lowdin_spin:R:1
C -1.7125 0.9344 -0.2186 0.247
C -1.6867 -1.4569 0.1597 0.407
C 0.8644 0.2771 0.4826 0.678
N -1.9675 -0.2879 -0.2230 0.234
N 2.1049 0.2570 -0.3538 0.079
S -0.1315 1.6403 0.1127 0.218
H -2.4727 1.6698 -0.4274 0.013
H -1.7051 -2.2593 -0.5619 0.031
H -1.5647 -1.6962 1.2081 0.031
H 1.0972 0.1769 1.5314 0.033
H 2.8805 0.8149 0.0340 0.014
H 1.8640 0.6396 -1.2765 0.001
H 2.4298 -0.7098 -0.4673 0.013
```

For the total energy, the calculation gives -17028.0415 eV. Its expectation value of S² is 2.018. For the LUMO energy (alpha / beta), the calculation gives -3.98 / -6.48 eV. Its multiplicity is 3. As for the energy above the lowest of the compared OMol25 structures with the same formula, charge and spin: 2.299 eV. The gap between HOMO and LUMO (alpha / beta) comes out at 5.95 / 7.15 eV. Its charge is +1.

8.
C11H15N | ωB97M-V with the def2-TZVPD basis set

XYZ file:
```
27
Properties=species:S:1:pos:R:3:mulliken_charge:R:1
C 0.9780 -0.8475 -4.0464 -1.279
C 0.9434 -1.1148 -2.5812 0.432
C 1.8934 -1.7590 -1.8484 -0.654
N 1.4719 -1.8640 -0.5343 -0.057
C 0.2812 -1.1985 -0.3786 -0.231
C -0.6104 -1.1060 0.6896 -1.014
C -1.8038 -0.4562 0.4815 -0.347
C -2.1745 0.0341 -0.7853 -0.869
C -1.3022 -0.0813 -1.8433 -0.361
C -0.0609 -0.6957 -1.6545 1.337
H 1.1347 -1.7428 -4.6519 0.336
H 1.7676 -0.1739 -4.3667 0.283
H -0.0035 -0.5284 -4.4085 0.287
H 2.8885 -2.1354 -2.0513 0.418
H 2.0561 -2.0485 0.2643 0.246
H -0.3441 -1.4156 1.6986 0.357
H -2.5165 -0.4060 1.2955 0.450
H -3.1375 0.5152 -0.9012 0.380
H -1.5928 0.2495 -2.8390 0.281
C -0.1649 2.2097 2.8013 -0.566
C 0.1958 2.0751 4.2972 -0.912
H 0.4140 1.4637 2.2608 0.129
H -1.1969 1.8887 2.6816 0.174
H -0.0005 3.2097 2.4082 0.340
H -0.0196 2.9697 4.8786 0.292
H 1.2309 1.7623 4.4411 0.275
H -0.3274 1.1962 4.6924 0.272
```

For the total energy, the calculation gives -13140.3589 eV. For the LUMO energy, the calculation gives 0.92 eV. As for the energy above the lowest of the compared OMol25 structures with the same formula, charge and spin: 0.432 eV. The gap between HOMO and LUMO comes out at 8.75 eV.

Strongest force on any atom: 0.0564; 0.0309; 0.0728; 0.0166; 0.0234; 0.0090; 0.0529; 0.0210 (Eh/bohr)